Record 1
The following is a DFT calculation (ωB97M-V/def2-TZVPD) of 11 unconnected molecules or ions with the total composition C11H44N8O11.

Values from the calculation:
- Spin multiplicity: 1
- Relative energy (zero: lowest compared OMol25 entry of this formula, charge and spin): 492.7 kJ/mol
- Net charge: 0
- E: -1711.075757 a.u.
- SMILES: NC(N)=O.NC(N)=O.NC(N)=O.NC(N)=O.CO.CO.CO.CO.CO.CO.CO

XYZ file:
```
74
Properties=species:S:1:pos:R:3:forces:R:3:lowdin_charge:R:1
C 3.243618 -2.163125 -2.611022 0.6 1.3 -0.4 -0.15
O 4.677525 -2.351429 -2.630907 -1.1 -1.0 0.2 -0.12
H 2.690921 -2.384645 -3.524016 0.5 -0.4 -0.4 0.07
H 2.703283 -2.694904 -1.827854 0.8 -0.1 0.3 0.07
H 3.138083 -1.084017 -2.499311 -0.7 0.1 0.4 0.06
H 5.043166 -1.801509 -3.327690 -0.1 0.0 -0.1 0.07
C 0.160992 0.815181 -4.556299 -1.6 -0.5 0.3 -0.19
O 0.448225 1.610782 -5.652951 0.9 0.2 -1.1 -0.10
H -0.776567 1.187694 -4.143598 0.2 0.2 1.0 0.06
H -0.175517 -0.166086 -4.890929 0.6 -0.2 -0.4 0.08
H 0.965166 0.691038 -3.831051 0.0 0.2 0.1 0.07
H 0.701918 2.488832 -5.359228 -0.1 0.0 0.1 0.08
C -1.226649 2.797318 -1.688242 -1.6 0.0 0.2 -0.13
O -1.619026 3.362718 -2.969436 1.3 0.0 0.9 -0.12
H -2.063835 2.857630 -0.992839 -0.3 0.1 0.0 0.06
H -0.980095 1.735921 -1.715494 0.3 0.0 -0.4 0.05
H -0.458862 3.341406 -1.138176 0.3 0.3 -0.9 0.07
H -2.388386 2.923735 -3.339553 0.0 -0.2 0.4 0.07
C -1.972293 -2.926405 -2.389819 1.9 0.5 0.9 -0.21
O -2.835166 -2.862928 -3.436804 -1.4 -0.2 -2.1 -0.10
H -1.772958 -1.895058 -2.098778 -0.1 0.0 1.2 0.07
H -2.312523 -3.608717 -1.610848 0.1 0.4 0.1 0.08
H -1.008045 -3.228851 -2.798303 0.4 -0.7 0.6 0.08
H -2.228155 -2.629950 -4.143113 -0.8 0.1 -0.7 0.08
C -4.042740 1.236194 0.052172 0.2 -0.4 -0.1 -0.19
O -4.696263 1.972123 1.017245 -0.6 1.7 0.5 -0.11
H -2.986119 1.179809 0.313874 0.2 -0.9 0.1 0.05
H -4.618008 0.310445 0.039799 0.9 -0.7 -0.8 0.09
H -3.993411 1.722757 -0.921956 -0.7 0.1 -0.1 0.07
H -4.354119 1.676847 1.864208 -0.1 0.0 0.5 0.03
C -0.748879 1.037839 2.746116 -0.1 -0.4 -0.6 -0.12
O 0.473295 1.483346 2.198185 1.1 0.5 0.0 -0.14
H -1.396243 0.966561 1.872074 -0.7 0.3 0.5 0.06
H -0.636271 0.016092 3.108700 0.1 0.1 0.4 0.08
H -1.077723 1.723765 3.526794 -0.4 -0.2 -0.2 0.10
H 0.825007 2.170147 2.769336 0.1 0.0 -0.1 0.10
C 0.349098 -0.708381 -0.277988 0.0 0.2 -0.6 -0.14
O 1.374571 -0.590728 0.681653 0.6 -0.6 -0.2 -0.16
H -0.604483 -0.590567 0.236705 -0.2 -0.3 -0.6 0.07
H 0.470575 0.012156 -1.086797 -0.1 0.6 0.1 0.07
H 0.455652 -1.642403 -0.829658 -0.3 -0.4 0.6 0.07
H 1.204389 0.227881 1.153364 0.0 0.5 0.6 0.04
C 4.844366 -0.848392 1.064747 1.0 -0.8 1.7 -0.86
O 5.959348 -0.659479 1.423461 3.8 -0.3 1.3 0.06
N 4.004746 -1.742153 1.499857 -2.2 -3.6 2.1 0.17
N 4.289260 -0.094974 0.209514 -2.1 4.5 -4.9 0.17
H 3.028367 -1.535538 1.344619 0.0 -0.5 0.2 0.06
H 4.307639 -2.443936 2.160046 -0.2 0.4 0.0 0.12
H 4.963553 0.431506 -0.327361 -0.5 0.2 -0.1 0.13
H 3.366144 -0.299356 -0.145722 0.3 0.2 -0.2 0.08
C 1.843307 4.965977 0.397544 -2.1 -0.4 3.4 -0.81
O 1.013811 5.357518 1.201407 -0.7 0.0 0.2 0.03
N 2.489816 5.724195 -0.411391 1.4 3.7 -2.7 0.16
N 2.324181 3.755083 0.323290 1.1 -4.2 -0.3 0.17
H 2.451810 6.677184 -0.078986 0.6 0.2 -0.9 0.13
H 3.214815 5.274302 -0.951814 0.1 1.3 0.0 0.11
H 2.073990 2.985539 0.927714 -0.1 0.3 -0.3 0.10
H 3.150908 3.697754 -0.254063 -0.2 -1.0 0.6 0.10
C -0.822879 -3.476924 1.561984 -1.1 -3.1 -1.2 -0.85
O -1.473563 -2.617958 1.128187 -4.1 4.9 -1.2 0.08
N -1.160004 -4.758794 1.555393 -2.6 -2.4 -0.2 0.16
N 0.393750 -3.457830 1.859900 8.5 1.3 2.5 0.18
H -0.566775 -5.379357 2.087448 -1.1 -0.5 -0.3 0.11
H -2.059054 -4.920501 1.124504 0.2 -0.9 0.4 0.12
H 0.939333 -2.630034 2.052716 -0.3 0.1 -0.4 0.11
H 0.886205 -4.312614 1.643252 0.4 0.6 0.4 0.13
C -3.608125 -0.252140 3.998951 1.0 -0.5 -3.8 -0.75
O -3.872044 0.877030 3.622221 0.3 0.7 -0.7 0.04
N -3.900430 -0.686721 5.160424 -1.5 -0.2 4.6 0.17
N -3.026234 -1.243752 3.287741 1.0 -0.1 -2.1 0.17
H -3.485651 -1.556507 5.462947 -0.3 0.7 0.7 0.12
H -4.083252 0.152484 5.691858 -0.3 -0.8 1.3 0.13
H -2.899864 -2.172885 3.663021 0.0 0.4 -0.2 0.10
H -2.540619 -1.027238 2.429029 -0.3 -0.4 0.0 0.07
```
Positions in Å, forces in eV/Å.

***

Record 2
The following is a DFT calculation (ωB97M-V/def2-TZVPD) of a molecular structure, C11H5BBr2F2N10OOs.

Values from the calculation:
- Spin multiplicity: 1
- Net charge: 0
- E: -6508.379299 a.u.

XYZ file:
```
33
Properties=species:S:1:pos:R:3:forces:R:3:lowdin_charge:R:1
Os -1.044486 -0.310120 0.291811 -0.2 0.4 -0.1 1.56
Br -0.758757 4.462589 -1.117598 0.0 0.0 0.0 0.85
C 0.657260 3.293209 -0.752821 0.0 0.0 0.0 -0.60
C 1.994992 3.750359 -0.810480 -0.1 0.0 0.0 -0.14
C 3.032650 2.903692 -0.554134 0.0 0.0 0.0 -0.61
Br 4.798380 3.565059 -0.655424 0.0 0.0 0.0 0.81
C 2.806435 1.542534 -0.217047 0.1 0.0 0.0 -0.17
C 3.794406 0.570691 0.049162 0.0 0.0 0.0 0.00
C 3.410658 -0.705723 0.346576 0.0 -0.1 0.0 -0.01
C 2.047751 -1.041278 0.397815 0.0 0.1 0.0 -0.08
N 1.099397 -0.155438 0.162453 0.1 0.0 -0.1 -0.03
C 1.472804 1.122064 -0.150467 -0.1 0.0 0.0 -0.15
C 0.402709 1.994339 -0.421278 -0.1 -0.1 0.0 -0.34
O -0.840439 1.459987 -0.333315 0.2 0.0 0.0 -0.24
H 2.189017 4.782380 -1.064348 0.0 0.0 0.0 0.10
H 4.840619 0.841491 0.014125 0.0 0.0 0.0 0.09
H 4.141477 -1.474544 0.550345 0.0 0.0 0.0 0.12
H 1.716487 -2.045446 0.613759 0.0 0.0 0.0 0.10
N -3.466981 -2.385368 -0.830993 0.0 0.0 0.0 0.18
C -3.888042 -1.227173 -0.226450 0.0 0.1 0.0 -0.45
N -5.139145 -0.870601 -0.075210 -0.1 0.0 0.1 0.05
N -5.069787 0.306929 0.586327 0.1 0.0 -0.1 -0.05
N -3.856239 0.647061 0.813075 -0.1 0.0 0.1 -0.04
N -3.054085 -0.319421 0.297182 0.1 -0.1 0.0 -0.17
C -2.191511 -2.836880 -0.824717 -0.1 0.0 0.0 -0.42
N -1.819971 -4.014141 -1.256832 0.1 0.0 0.0 0.07
N -0.480477 -4.060722 -1.025039 -0.1 0.1 -0.1 -0.03
N -0.050949 -2.996201 -0.495774 0.0 0.0 0.1 -0.05
N -1.123203 -2.139091 -0.326002 0.1 -0.2 0.0 -0.17
H -4.178825 -3.022426 -1.154826 0.0 0.0 0.0 0.16
F -0.951741 -1.572377 2.978423 0.0 0.0 0.0 0.19
B -0.593463 -0.504710 2.285410 0.1 -0.1 0.1 -0.73
F 0.103044 0.439264 2.906280 -0.1 0.0 0.0 0.19
```
Positions in Å, forces in eV/Å.

***

Record 3
The following is a DFT calculation (ωB97M-V/def2-TZVPD) of 2 unconnected molecules or ions with the total composition C11H5ClF17O8.

Values from the calculation:
- Spin multiplicity: 1
- Net charge: -1
- E: -3181.773871 a.u.

XYZ file:
```
42
Properties=species:S:1:pos:R:3:forces:R:3:lowdin_charge:R:1
O 1.488081 1.732258 0.340807 0.2 -2.1 -0.1 0.17
C 1.922653 0.711042 -0.136407 0.4 2.7 -0.4 -0.45
O 2.884292 0.825186 -1.144575 -0.4 -1.6 2.0 0.01
C 4.136967 1.247838 -0.510644 1.3 0.5 0.3 -0.14
C 5.360557 0.428253 -1.071976 -0.9 -0.1 -0.8 -0.22
O 6.588041 0.720793 -0.374454 -1.1 0.6 0.3 -0.08
O 1.528666 -0.568113 0.306792 -1.1 1.2 -1.5 0.16
C 0.433725 -1.067691 -0.398442 0.9 -1.5 -1.3 -0.39
F -0.116484 -0.174590 -1.303131 0.5 -0.8 1.4 0.13
F 0.905675 -2.126214 -1.166029 -0.8 1.4 0.9 0.13
C -0.672916 -1.725911 0.555801 1.9 -1.1 -0.3 -0.25
F -1.465821 -2.510607 -0.248481 0.2 1.3 1.1 0.13
F 0.040891 -2.580233 1.373774 -1.2 1.2 -1.1 0.14
C -1.438587 -0.690958 1.474244 0.6 0.3 1.7 -0.25
F -1.032316 -0.933295 2.779432 -0.7 0.2 -1.7 0.13
F -1.046228 0.614571 1.221946 -0.9 -1.7 -0.2 0.13
C -3.014658 -0.776722 1.489245 -0.7 -0.6 1.3 -0.25
F -3.419149 -0.176301 2.677200 0.3 -0.2 -1.9 0.12
F -3.481018 -2.076447 1.605019 1.2 1.5 -0.4 0.13
C -3.736069 -0.143289 0.224208 -1.1 -0.8 -1.1 -0.24
F -4.845506 -0.940719 -0.043146 1.3 1.2 0.4 0.11
F -2.967983 -0.221175 -0.929735 -0.5 0.4 1.8 0.13
C -4.304090 1.317621 0.419384 -1.0 0.1 1.8 -0.26
F -3.460364 2.148541 1.128332 -0.8 -1.1 -1.6 0.14
F -5.424825 1.178322 1.243485 1.3 0.0 -1.2 0.11
C -4.838473 2.013219 -0.892775 -1.0 1.3 -0.2 -0.26
F -5.693284 1.220544 -1.621557 1.2 0.6 1.3 0.14
F -5.587541 3.106330 -0.466650 1.1 -1.4 -0.4 0.11
C -3.732559 2.575166 -1.886221 0.6 0.8 -2.0 -0.42
F -2.455901 2.504373 -1.434217 -1.7 -0.2 -0.3 0.16
F -3.842111 1.882937 -3.075182 0.5 0.7 1.8 0.13
F -3.971140 3.891274 -2.212148 0.2 -1.7 0.8 0.13
H 4.273647 2.352983 -0.706967 -0.2 -1.1 0.1 0.14
H 4.090934 1.108776 0.609656 0.0 0.0 -1.1 0.14
H 5.510521 0.743939 -2.148916 -0.2 -0.5 1.0 0.12
H 5.095017 -0.664709 -1.001520 0.5 1.2 -0.1 0.10
H 6.345555 1.299815 0.371849 0.4 -0.5 -0.3 0.08
O 4.400369 -1.961768 0.470196 0.0 0.1 0.1 -0.40
Cl 3.988116 -3.253027 0.991420 -0.1 -0.4 0.1 0.64
O 3.380011 -4.024749 -0.069028 0.0 0.1 0.0 -0.38
O 3.029829 -3.052626 2.057014 0.1 0.1 -0.1 -0.38
O 5.143475 -3.954636 1.502397 -0.1 0.1 -0.1 -0.38
```
Positions in Å, forces in eV/Å.

***

Record 4
The following is a DFT calculation (ωB97M-V/def2-TZVPD) of a molecular structure, C11H5IN4S6SbSm.

Values from the calculation:
- Spin multiplicity: 6
- Relative energy (zero: lowest compared OMol25 entry of this formula, charge and spin): 57.1 kJ/mol
- Net charge: -2
- E: -4226.443488 a.u.

XYZ file:
```
29
Properties=species:S:1:pos:R:3:forces:R:3:lowdin_charge:R:1
Sm -0.781282 0.954713 -1.931874 -1.2 -0.6 0.6 0.66
S -3.121023 -0.749994 -1.486572 -0.1 0.1 -0.9 0.42
C -2.263635 -1.352505 -0.151223 0.9 -0.8 2.0 -0.81
C -2.930818 -1.471418 1.117532 0.9 0.0 -0.5 -0.06
C -2.246841 -1.817077 2.302704 -0.3 -0.1 -1.1 -0.21
C -3.024923 -1.917825 3.497342 -0.8 0.2 1.4 -0.20
N -3.708158 -1.959415 4.440437 0.9 -0.1 -1.2 0.12
C -0.876096 -2.157178 2.243727 -0.1 -0.2 -0.9 -0.23
C -0.208391 -2.217485 1.004408 -1.6 0.8 -0.2 -0.10
C -0.858664 -1.794454 -0.200246 -1.2 -0.4 2.6 -0.87
S 0.018976 -2.016420 -1.603529 0.9 0.6 -2.3 0.45
C -0.138085 -2.549031 3.383388 0.9 -0.1 1.5 -0.22
N 0.538118 -2.813686 4.290693 -0.7 0.1 -0.8 0.12
H -4.011874 -1.283223 1.146847 0.6 0.1 0.0 0.11
H 0.801641 -2.621099 0.926004 -0.3 0.2 0.1 0.09
S -1.131536 5.954078 0.113410 0.1 0.9 0.3 -0.25
Sb -1.188325 3.946927 -0.788918 -0.4 -2.9 -1.5 -0.09
S -0.520341 1.996288 0.541797 0.5 0.6 0.0 -0.21
S -3.013189 2.616294 -1.601381 -0.2 1.0 0.3 -0.29
S -0.094008 3.407605 -2.944809 0.4 0.5 0.5 -0.29
I 5.830574 1.530864 -2.882273 -0.4 0.0 0.2 0.78
C 3.967699 1.111144 -2.061604 -1.3 -0.7 1.0 -0.75
C 3.691913 0.610726 -0.769636 -0.9 0.4 -0.6 -0.13
N 2.347683 0.435238 -0.652568 0.9 0.9 -2.9 0.01
N 1.706830 0.788462 -1.826566 2.9 0.2 0.2 -0.15
C 2.695929 1.192588 -2.684744 -0.8 -0.6 2.4 -0.19
H 4.322570 0.452452 0.083271 0.2 -0.1 0.0 0.11
H 1.785398 0.093334 0.108109 -0.1 0.0 0.2 0.11
H 2.409869 1.630089 -3.613715 0.0 0.0 -0.4 0.08
```
Positions in Å, forces in eV/Å.

***

Record 5
The following is a DFT calculation (ωB97M-V/def2-TZVPD) of a molecular structure, C11H6F6IrNO5.

Values from the calculation:
- Spin multiplicity: 2
- Relative energy (zero: lowest compared OMol25 entry of this formula, charge and spin): 0.0 kJ/mol
- Net charge: +1
- E: -1556.963854 a.u.

XYZ file:
```
30
Properties=species:S:1:pos:R:3:forces:R:3:lowdin_charge:R:1
Ir 0.543107 -0.386245 -0.117891 0.2 -0.1 0.2 1.75
O -3.237065 0.957377 -0.011336 0.0 0.0 0.0 0.21
C -2.055722 0.883150 -0.045811 0.0 0.2 0.0 -0.48
O -1.364694 -0.259886 -0.197256 -0.1 -0.3 -0.2 -0.18
C -1.088564 2.030042 0.028325 0.0 0.0 0.0 -0.13
C -1.384955 3.373987 0.125329 0.1 0.1 0.0 0.08
C -0.328394 4.281266 0.153536 -0.1 -0.1 0.0 0.04
C 0.987928 3.827772 0.069688 0.0 -0.1 0.0 0.08
C 1.195734 2.471190 -0.024903 0.0 0.0 0.0 -0.14
N 0.171197 1.612997 -0.031140 0.1 0.2 0.0 -0.02
C 2.496982 1.746401 -0.158050 -0.1 0.2 0.1 -0.45
O 3.583987 2.199994 -0.192697 0.0 -0.1 0.0 0.23
O 2.222614 0.404906 -0.278038 0.0 -0.3 -0.2 -0.19
H -2.420237 3.682228 0.172011 0.0 0.0 0.0 0.15
H -0.530085 5.341042 0.229581 0.0 0.0 0.0 0.14
H 1.836133 4.498357 0.070129 0.0 0.0 0.0 0.15
C 1.247091 -4.457693 0.076192 0.0 -0.1 0.0 0.05
C 0.049463 -3.531021 0.006194 0.0 0.2 -0.1 -0.32
O 0.521994 -2.185850 -0.043009 -0.1 0.1 0.1 -0.26
C -0.755410 -3.757222 -1.300865 0.0 0.0 0.0 -0.58
F -1.762740 -2.895477 -1.417579 0.0 0.0 0.0 0.18
F -1.234718 -4.994219 -1.334748 0.0 0.0 0.0 0.20
F 0.058628 -3.580112 -2.346969 0.0 0.0 0.0 0.18
C -0.816854 -3.636304 1.287959 0.0 0.0 0.0 -0.58
F -1.307213 -4.862705 1.414302 0.0 0.0 0.0 0.20
F -1.822210 -2.762535 1.278048 0.0 0.0 0.0 0.18
F -0.051798 -3.364805 2.351323 0.0 0.0 0.0 0.18
H 1.866964 -4.327369 -0.807437 0.0 0.0 0.0 0.11
H 0.899877 -5.489110 0.115098 0.0 0.0 0.0 0.12
H 1.825856 -4.246664 0.972042 0.0 0.0 0.0 0.11
```
Positions in Å, forces in eV/Å.

***

Record 6
The following is a DFT calculation (ωB97M-V/def2-TZVPD) of a molecular structure, C11H7BrN3O3S2Sn.

Values from the calculation:
- Spin multiplicity: 1
- Net charge: -1
- E: -4398.162300 a.u.

XYZ file:
```
28
Properties=species:S:1:pos:R:3:forces:R:3:lowdin_charge:R:1
Sn 0.596865 1.973485 -0.717580 -0.1 0.0 0.0 0.81
S 2.779107 0.647006 -0.664074 0.1 0.0 0.0 0.46
C 3.085880 1.503213 0.817509 0.1 -0.1 0.0 -1.16
S 1.750077 2.347671 1.528542 -0.1 0.0 0.1 0.48
C 4.336700 1.507006 1.393525 0.3 0.0 0.1 -0.40
C 5.435963 0.797616 0.810484 -0.1 0.1 0.0 -0.27
N 6.330975 0.232293 0.353826 -0.1 0.0 0.0 0.13
C 4.603024 2.213800 2.610593 -0.1 0.0 -0.2 -0.27
N 4.829589 2.786008 3.585355 0.0 -0.1 0.0 0.13
O -3.107611 -2.940795 0.840459 0.0 0.0 0.0 0.05
C -2.298538 -1.894685 0.495621 0.0 0.0 0.0 -0.34
C -0.941068 -1.885983 0.932415 0.0 0.0 0.0 -0.04
C -0.195511 -0.797005 0.603085 0.1 0.1 0.1 -0.19
N -0.630998 0.247803 -0.119956 -0.3 0.2 -0.2 -0.14
C -1.946550 0.226920 -0.718680 0.0 -0.3 0.2 -0.58
Br -4.332145 1.893740 -1.362181 -0.1 -0.1 0.0 0.69
C -2.808467 -0.900018 -0.255455 0.0 0.1 -0.1 0.00
H -2.609061 -3.527775 1.417859 0.0 0.0 0.0 0.09
H -0.527629 -2.692732 1.524028 0.0 0.0 0.0 0.10
H 0.835601 -0.712633 0.933294 0.0 0.0 0.0 0.08
H -3.837313 -0.920084 -0.587211 0.0 0.0 0.0 0.10
C -1.244418 -0.855018 -2.717770 0.0 0.0 0.0 -0.08
O -1.833627 0.301379 -2.148486 0.0 0.0 0.0 -0.21
C -2.675587 1.555944 -0.358115 0.3 0.1 -0.1 -0.72
O -2.322248 2.340001 0.447704 -0.1 0.0 0.1 0.02
H -0.223131 -1.005388 -2.353515 0.0 0.0 0.0 0.09
H -1.220038 -0.690803 -3.793074 0.0 0.0 0.0 0.09
H -1.829839 -1.750963 -2.498205 0.0 0.0 0.0 0.09
```
Positions in Å, forces in eV/Å.

***

- Which value of spin multiplicity does entry 3 give?
  1